No. 1
Computed, not measured: a molecular structure, C36H37BEuF5IN5O3SbSe in a non-equilibrium geometry, with ωB97M-V/def2-TZVPD.

```
91
Properties=species:S:1:pos:R:3:mulliken_spin:R:1
Eu 10.60 14.23 10.89 6.96
I 8.16 14.20 5.56 0.00
Sb 8.27 10.20 15.32 0.00
Se 13.04 17.43 9.79 0.00
F 12.73 14.36 9.68 0.01
F 15.71 13.60 5.98 0.00
F 13.96 12.60 7.86 0.00
F 16.87 16.02 6.54 0.00
F 15.52 17.84 7.99 0.00
O 9.99 15.67 12.99 0.01
O 12.36 14.30 12.75 0.00
O 9.78 15.61 9.08 0.01
N 11.03 10.80 10.02 0.00
N 8.91 12.72 11.08 0.02
N 11.84 11.39 11.00 0.01
N 7.57 16.03 8.53 0.00
N 8.78 11.96 9.91 0.00
C 9.27 7.31 15.71 0.00
C 12.32 10.37 16.95 0.00
C 6.69 10.26 16.79 0.00
C 13.68 13.75 12.58 0.00
C 8.87 15.73 8.21 0.00
C 12.43 10.36 11.63 0.00
C 8.34 8.09 15.03 0.00
C 4.93 11.09 18.83 0.00
C 15.67 15.69 7.13 0.00
C 10.93 10.42 18.86 0.00
C 9.45 5.94 15.43 0.00
C 7.75 12.66 11.73 -0.01
C 11.95 14.64 14.13 0.00
C 11.20 10.29 16.15 0.00
C 10.43 14.88 14.16 0.01
C 11.02 9.45 10.14 0.00
C 8.85 16.53 13.23 0.00
C 6.78 12.06 10.92 0.00
C 13.65 14.80 8.68 0.00
C 11.93 9.12 11.16 0.00
C 7.47 11.63 9.77 0.00
C 9.77 10.35 18.07 0.00
C 6.47 9.43 17.93 0.00
C 9.91 10.42 16.71 0.00
C 15.02 16.61 7.94 0.00
C 15.20 14.38 6.94 0.00
C 5.59 9.85 18.91 0.00
C 9.17 15.71 6.74 0.00
C 12.21 10.47 18.34 0.00
C 5.09 11.85 17.67 0.00
C 8.55 5.31 14.57 0.00
C 7.52 6.08 13.95 0.00
C 5.87 11.36 16.62 0.00
C 13.91 16.19 8.69 0.00
C 7.36 7.44 14.21 0.00
C 14.23 13.91 7.80 0.00
B 10.09 11.62 9.12 -0.02
H 6.53 7.99 13.72 0.00
H 10.19 5.32 16.01 0.00
H 7.61 13.17 12.70 0.00
H 13.04 10.45 19.01 0.00
H 6.82 5.68 13.26 0.00
H 6.89 15.80 7.83 0.00
H 10.85 10.34 19.95 0.00
H 14.40 14.52 12.14 0.00
H 7.19 11.03 8.87 0.00
H 8.70 17.20 12.32 0.00
H 10.26 15.49 6.63 0.00
H 7.98 15.87 13.38 0.00
H 12.43 15.57 14.44 0.00
H 10.25 15.48 15.05 0.00
H 8.81 10.21 18.59 0.00
H 12.19 8.13 11.46 0.00
H 7.29 16.03 9.49 0.00
H 10.36 8.75 9.66 0.00
H 13.26 10.31 16.41 0.00
H 14.03 13.22 13.47 0.00
H 9.94 7.79 16.44 0.00
H 4.29 11.47 19.60 0.00
H 8.62 4.21 14.43 0.00
H 9.09 17.16 14.10 0.00
H 13.08 10.52 12.50 0.00
H 12.16 13.85 14.84 0.00
H 5.75 11.77 11.07 0.00
H 8.87 16.74 6.44 0.00
H 9.89 13.92 14.18 0.00
H 5.42 9.25 19.78 0.00
H 5.85 11.91 15.65 0.00
H 11.31 10.11 15.09 0.00
H 10.67 12.64 8.71 0.01
H 9.88 10.93 8.15 0.00
H 13.57 12.95 11.83 0.00
H 6.95 8.45 18.05 0.00
H 4.54 12.79 17.52 0.00
```

Computed properties:
Total charge: 0
⟨S²⟩: 15.76
Energy above the lowest of the compared OMol25 structures with the same formula, charge and spin: 161.11 kJ/mol
LUMO (alpha / beta): -0.44 / -0.43 eV
Orbital gap (alpha / beta): 5.644 / 5.652 eV
2S+1: 8
Electronic energy: -6067.31936 Ha

---

No. 2
Computed, not measured: a molecular structure, C10H19BN2NbO in a non-equilibrium geometry, with ωB97M-V/def2-TZVPD.

```
34
Properties=species:S:1:pos:R:3:mulliken_charge:R:1
Nb 2.66 0.83 1.07 -0.82
O 1.37 3.10 3.16 -0.61
N -2.57 -0.91 1.09 -0.42
N 2.06 0.96 4.44 -0.68
C 0.02 0.95 -2.22 0.55
C -3.24 -1.96 0.90 0.39
C -0.36 0.41 -3.72 -0.42
C 0.28 2.55 -2.01 -0.92
C -0.52 -2.23 -2.63 -0.42
C 0.46 0.46 0.62 -1.34
C -4.06 -3.22 0.68 -0.74
C -0.14 -1.69 -1.09 -0.58
C -0.64 -1.22 -3.92 -0.36
C 0.13 -0.05 -0.91 0.99
B 1.97 1.72 3.11 0.67
H 0.07 -0.35 1.40 0.30
H 3.24 0.09 -0.47 0.04
H 2.63 2.53 0.36 0.04
H 4.42 1.15 1.50 0.01
H 2.85 -0.77 1.93 -0.05
H -0.76 -3.38 -2.85 0.22
H 0.41 2.90 3.47 0.24
H 1.04 2.79 -1.13 0.05
H -0.94 -1.60 -5.00 0.23
H -4.61 -3.48 1.59 0.28
H -0.42 1.19 -4.60 0.24
H -0.71 3.16 -1.75 0.23
H -4.78 -3.06 -0.13 0.25
H 0.73 2.98 -3.03 0.31
H 1.87 -0.05 4.15 0.25
H -3.40 -4.05 0.41 0.25
H -0.10 -2.45 -0.19 0.30
H 1.16 1.22 4.94 0.19
H -0.11 1.49 0.80 0.33
```

Computed properties:
Total charge: -1
LUMO: 2.37 eV
Orbital gap: 6.591 eV
Electronic energy: -658.47502 Ha

---

No. 3
Computed, not measured: a molecular structure, C4H8O2, with ωB97M-V/def2-TZVPD.

```
14
Properties=species:S:1:pos:R:3:mulliken_charge:R:1
O 0.16 -1.44 -1.47 -0.51
O 1.61 0.19 0.38 -0.45
C 0.29 0.81 0.56 -0.10
C 0.94 0.84 1.90 -0.46
C -0.95 -0.63 -1.14 -0.47
C -0.88 -0.11 0.29 -0.54
H 1.55 -0.70 0.75 0.45
H 0.94 -0.87 -1.54 0.33
H -1.83 -1.26 -1.26 0.34
H -0.82 -0.95 1.00 0.25
H 1.53 1.77 1.94 0.16
H -1.05 0.21 -1.84 0.31
H -1.79 0.45 0.53 0.34
H 0.30 1.70 -0.09 0.36
```

Computed properties:
Total charge: 0
Energy above the lowest of the compared OMol25 structures with the same formula, charge and spin: 477.34 kJ/mol
LUMO: 0.72 eV
Orbital gap: 9.381 eV
Electronic energy: -307.53062 Ha

---

Q: Among the records above, which one has the lowest total charge?
A: C10H19BN2NbO

---

Q: Which formula does entry 3 have?
A: C4H8O2